Run A
Here is a 2-piece molecular cluster, CH4N2O overall from the Open Molecules 2025 dataset. Energies are from ωB97M-V with the def2-TZVPD basis set.

Geometry (Å):
C1 1.88276 -1.12702 0.19493
N1 2.89991 -1.69778 -0.12929
N2 -1.44060 1.11920 0.51408
O1 0.78444 -0.71768 0.24905
H1 -1.91214 1.96305 0.55435
H2 3.71767 -2.11259 0.27761
H3 -1.99530 0.24476 0.58078
H4 -1.12369 1.07660 -0.41839

The HOMO-LUMO gap is 10.46 eV. The SMILES is N=C=O.N.

Run B
Here is a single CH4N2O molecule from the Open Molecules 2025 dataset. Energies are from ωB97M-V with the def2-TZVPD basis set.

Geometry (Å):
C1 -0.25749 0.14399 0.64932
H1 1.74447 0.56307 -1.47216
H2 0.23288 -1.27719 -0.95437
H3 -0.13177 1.24606 0.77720
H4 -1.73742 -0.21095 1.71157
N1 0.57555 -0.41319 -0.32962
N2 -1.29867 -0.59937 0.95935
O1 0.81232 0.73788 -1.04579

The HOMO-LUMO gap is 9.92 eV. The SMILES is [H]/N=C/NO.

Run C
Here is a 4-piece molecular cluster, CH4N2O overall from the Open Molecules 2025 dataset. Energies are from ωB97M-V with the def2-TZVPD basis set.

Geometry (Å):
C1 -1.08947 0.36216 0.08757
H1 2.23318 -0.64116 1.20491
H2 0.02830 -1.62185 -0.33957
H3 0.57978 1.37454 -0.98971
H4 -1.54754 1.32784 -0.04467
N1 1.24749 -0.53025 -0.20587
N2 0.25804 0.45192 0.25002
O1 -1.70979 -0.72319 0.03732

The HOMO-LUMO gap is 8.64 eV.

Which of them is most stable, and which least? Most stable: run A; least stable: run C.

Run A
Here is a 2-piece molecular cluster, CH4N2O overall from the Open Molecules 2025 dataset. Energies are from ωB97M-V with the def2-TZVPD basis set.

Geometry (Å):
C1 0.22991 -0.34377 -0.87290
N1 -0.89544 -0.30566 1.11893
N2 -0.18169 0.23362 0.31085
O1 0.69442 1.81562 0.83089
H1 1.21878 -0.04370 -1.05885
H2 0.46070 -1.43069 -0.71088
H3 -0.48259 -0.03783 -1.73106
H4 -1.04408 0.11241 2.11303

The HOMO-LUMO gap (alpha / beta) is 9.06 / 9.06 eV.

Run B
Here is a 2-piece molecular cluster, CH4N2O overall from the Open Molecules 2025 dataset. Energies are from ωB97M-V with the def2-TZVPD basis set.

Geometry (Å):
C1 -1.52490 0.32021 0.12639
N1 1.30567 -0.92534 -0.59182
N2 1.02090 -0.00313 0.11812
O1 1.62141 0.85536 0.73325
H1 -1.30870 1.28032 -0.17470
H2 -1.83487 -0.34864 -0.63615
H3 -1.63825 0.06491 1.15170
H4 2.35875 -1.24369 -0.72680

The HOMO-LUMO gap (alpha / beta) is 7.73 / 9.83 eV.

Run C
Here is a single CH4N2O molecule from the Open Molecules 2025 dataset. Energies are from ωB97M-V with the def2-TZVPD basis set.

Geometry (Å):
C1 -0.86784 0.42472 -0.05222
H1 1.71083 -0.90723 0.91723
H2 1.00569 -0.95587 -0.82728
H3 1.18187 1.48393 -0.32777
H4 -1.51819 1.26570 -0.14000
N1 1.45497 -0.38446 -0.11065
N2 0.53985 0.57477 0.17251
O1 -1.39211 -0.59588 0.03226

The HOMO-LUMO gap is 10.51 eV. The SMILES is NNC=O.

Which of them is most stable, and which least? Most stable: run C; least stable: run A.

Run A
Here is a 2-piece molecular cluster, CH4N2O overall from the Open Molecules 2025 dataset. Energies are from ωB97M-V with the def2-TZVPD basis set.

Geometry (Å):
C1 -1.35114 0.15159 -0.02618
N1 -1.03895 -1.09979 -0.11538
N2 0.95316 0.89960 0.02160
O1 -2.14846 1.01223 0.05012
H1 0.01932 -1.05420 -0.05268
H2 -1.51354 -1.76710 0.35454
H3 0.78552 1.92745 0.44166
H4 1.48098 1.00969 -0.81886

The HOMO-LUMO gap (alpha / beta) is 8.13 / 8.09 eV.

Run B
Here is a single CH4N2O molecule from the Open Molecules 2025 dataset. Energies are from ωB97M-V with the def2-TZVPD basis set.

Geometry (Å):
N1 -0.28993 0.78826 1.07185
C1 0.40780 -0.18034 0.20917
N2 -0.19849 -0.83107 -0.92066
O1 1.63254 0.00557 0.04698
H1 0.28477 1.61971 1.19360
H2 -1.27871 0.64584 1.27445
H3 0.52874 -1.25028 -1.54922
H4 -1.08673 -0.79770 -1.32616

The HOMO-LUMO gap is 10.46 eV. The SMILES is NC(N)=O.

Which of them is most stable, and which least? Most stable: run B; least stable: run A.

Run A
Here is a 2-piece molecular cluster, CH4N2O overall from the Open Molecules 2025 dataset. Energies are from ωB97M-V with the def2-TZVPD basis set.

Geometry (Å):
C1 1.47884 0.74610 -0.92731
N1 2.30817 -0.31204 -0.82785
N2 0.76402 1.65413 -0.94806
O1 -1.40946 0.61502 0.30561
H1 3.18337 0.02741 -0.48238
H2 1.79384 -1.00500 -0.31577
H3 -1.85236 1.44590 0.32894
H4 -0.47032 0.81975 0.00935

The HOMO-LUMO gap is 11.08 eV. The SMILES is N#CN.O.

Run B
Here is a single CH4N2O molecule from the Open Molecules 2025 dataset. Energies are from ωB97M-V with the def2-TZVPD basis set.

Geometry (Å):
N1 1.02306 -0.53280 -0.28234
C1 -0.16244 0.17953 0.10179
O1 0.01682 1.31196 0.71542
N2 -1.12787 0.35112 -0.88370
H1 1.14293 -1.42260 0.18476
H2 1.83736 0.05430 -0.13389
H3 -0.79146 -0.63936 0.65712
H4 -1.93840 0.69784 -0.35917

The HOMO-LUMO gap (alpha / beta) is 9.18 / 7.35 eV.

Run C
Here is a 2-piece molecular cluster, CH4N2O overall from the Open Molecules 2025 dataset. Energies are from ωB97M-V with the def2-TZVPD basis set.

Geometry (Å):
C1 0.57557 0.64872 0.89798
N1 -0.32314 -0.38867 0.61494
N2 -0.55719 -0.41579 -1.44159
O1 0.90971 -0.69720 1.03697
H1 1.07201 1.16298 0.08328
H2 0.38671 1.22045 1.80265
H3 -0.54608 -1.42961 -1.52783
H4 -1.51760 -0.10088 -1.46640

The HOMO-LUMO gap (alpha / beta) is 9.50 / 9.92 eV.

Which of them is most stable, and which least? Most stable: run A; least stable: run C.